The following is a DFT calculation (the ωB97M-V functional and the def2-TZVPD basis) of a cluster of 5 separate species, C29H55BIN2O5S in total at a distorted geometry.

```
! wB97M-V def2-TZVPD RIJCOSX def2/J DEFGRID3
* xyz 1 1
C -1.96 4.37 -0.35
H 1.48 0.63 -7.95
C 0.52 1.04 -4.78
C 1.42 -6.69 4.73
H 0.90 9.46 -0.54
H -5.42 -4.60 3.12
C -0.60 4.50 -1.13
H -4.52 -6.30 4.60
C 0.87 -2.94 -1.68
H 1.77 -6.85 3.70
H 3.39 1.81 2.99
O 3.30 2.84 0.36
O 1.50 7.47 -0.63
H -0.18 1.88 -4.65
C -4.45 -5.00 2.84
C -0.70 -5.77 4.27
C 2.74 6.91 -0.17
H -1.89 3.47 0.33
H -5.10 -4.80 0.76
H -1.51 -5.17 4.69
H 2.43 0.72 -5.71
C 1.54 1.33 -5.87
C 0.34 -7.69 5.08
C 0.97 -0.10 -0.08
H -0.87 -0.52 -7.15
H 0.58 -5.05 5.84
H 1.85 0.80 2.86
H 1.67 8.94 -2.05
H 4.17 7.76 -1.54
C 1.46 2.92 3.32
H 1.36 3.95 -1.08
H -3.01 4.42 -2.34
C -4.47 -5.44 1.39
H 0.98 0.82 -3.82
N 0.51 3.68 -0.57
C -4.20 -6.31 3.56
C 0.31 2.28 -0.73
H -1.17 -2.21 -1.72
O -4.97 -6.78 1.37
H -4.16 4.63 -0.90
H 0.11 1.64 -7.44
H 3.54 10.04 -0.98
H -0.32 5.59 -1.14
H 0.27 -7.83 6.16
C -0.73 1.65 -1.57
H 0.60 -4.97 -0.84
N -0.01 -0.66 -0.89
H -4.57 -8.29 2.73
H 2.28 -6.73 5.39
C 1.20 1.36 0.05
C 0.66 -5.38 4.80
H -1.64 -0.24 -2.23
H -0.78 -4.49 -1.89
H 2.90 5.94 -0.65
C 0.35 -4.45 -1.81
H -6.04 -7.34 3.03
H -1.46 2.26 -2.15
C 2.34 1.78 2.58
C 1.71 8.85 -0.96
H 1.84 2.38 -5.90
H 0.67 -1.25 -6.66
C -4.99 -7.29 2.71
H 1.10 -2.58 -2.72
H -3.47 3.02 -1.29
H -3.69 -4.24 3.04
H 0.51 -8.67 4.62
I -1.02 -2.99 0.86
H 3.33 -0.61 0.85
C 0.05 -0.34 -6.60
H 2.99 9.54 0.62
B 2.34 2.02 0.98
C 3.82 7.92 -0.52
C -0.29 -2.11 -1.02
H 4.15 2.76 0.83
H -2.15 5.29 0.28
H -0.69 4.22 -2.23
H 1.81 -2.98 -1.08
O -0.90 -7.15 4.62
S 2.07 -1.17 0.92
H -3.14 -6.56 3.52
O -0.24 -0.09 -5.22
H -3.46 -5.45 0.96
H -0.74 -5.70 3.18
H 0.83 -4.98 -2.67
H 4.69 7.86 0.15
H 2.67 6.76 0.91
H 1.17 2.47 4.32
C -0.83 0.21 -1.61
C -3.23 4.12 -1.28
C 3.07 9.23 -0.42
H 1.12 -4.57 4.23
H 2.02 3.88 3.43
C 0.81 0.87 -7.11
H 0.51 3.02 2.73
*
```

Values from the calculation:
**Strongest force on any atom**: 0.0623 Eh/bohr
**Gap between HOMO and LUMO**: 6.989 eV
**LUMO energy**: -3.8 eV

Atomic partial charges in e from the Löwdin method, atoms 1 to 2:
1. C -0.2111
2. H 0.1187